(1)
{"formula": "CH3NO2P", "method": "ωB97M-V/def2-TZVPD", "symbols": ["C", "N", "O", "O", "P", "H", "H", "H"], "coordinates": [[-2.179889, -0.610014, 0.692336], [1.322667, -0.320110, -0.258195], [-1.922751, -0.698603, -0.459509], [-0.576304, 0.476686, 1.327746], [0.141450, 0.956608, 0.086970], [1.889226, -0.382019, 0.529145], [1.995092, 0.160724, -0.965055], [-0.669491, 0.416730, -0.953435]], "forces_ev_per_a": [[0.548, -0.534, -3.053], [0.914, 0.938, -3.194], [-2.263, -0.973, 3.117], [-0.829, -0.354, 1.671], [1.278, 1.366, -1.290], [1.289, -0.262, 1.957], [-1.370, -1.145, 1.249], [0.432, 0.963, -0.456]], "multiplicity": 1, "gap_ev": 7.3, "total_charge": -1, "lumo_energy_ha": 0.1749}

=====

(2)
{"formula": "CH3NO2P2", "method": "ωB97M-V/def2-TZVPD", "symbols": ["N", "C", "P", "O", "H", "H", "O", "P", "H"], "coordinates": [[0.282197, -0.404916, -0.092859], [-0.855007, -0.419282, -0.008271], [-2.532946, -0.321384, 0.325173], [-2.748771, 1.219820, -0.188764], [-2.743446, -0.930130, -0.869214], [-1.935345, 1.388723, -0.703560], [3.101272, 0.966564, 0.583920], [3.406266, -0.319561, -0.014053], [4.025784, -1.179830, 0.967632]], "forces_ev_per_a": [[1.297, -0.145, -0.283], [1.216, -0.296, 0.448], [-1.952, 0.354, 1.159], [0.810, 0.325, -0.141], [-0.624, -1.040, -1.170], [-0.815, 0.710, -0.002], [-0.070, 1.318, 1.098], [0.070, -1.298, -1.751], [0.068, 0.072, 0.641]], "multiplicity": 1, "gap_ev": 8.8, "smiles": "N#CPO.O=P", "total_charge": 0, "lumo_energy_ha": -0.0177}

=====

(3)
{"formula": "CH3NO2P2", "method": "ωB97M-V/def2-TZVPD", "symbols": ["C", "N", "O", "O", "P", "P", "H", "H", "H"], "coordinates": [[0.377749, -0.183075, -0.261572], [-0.519107, -0.833672, -0.590639], [-3.201850, 0.035419, 1.350644], [3.033432, 0.638391, -0.416474], [-3.633152, -0.927391, 0.345436], [1.625608, 0.724928, 0.538350], [-2.420277, -1.116194, -0.487004], [3.619495, -0.129471, -0.363507], [1.118102, 1.791063, -0.115233]], "forces_ev_per_a": [[-1.384, -1.814, -0.870], [0.811, 0.412, -0.059], [0.783, 2.312, 2.540], [-1.329, 0.092, 0.213], [-0.435, -2.164, -2.587], [2.865, -0.340, 0.674], [-0.664, -0.168, 0.136], [-0.475, 0.068, 0.430], [-0.171, 1.602, -0.478]], "s2": 2.0093, "multiplicity": 3, "gap_ev": [6.8, 8.6], "total_charge": 0, "lumo_energy_ha": [-0.0125, -0.0735]}

=====

(4)
{"formula": "CH3NO2S", "method": "ωB97M-V/def2-TZVPD", "symbols": ["C", "N", "O", "O", "S", "H", "H", "H"], "coordinates": [[-1.756309, -0.330664, -0.054670], [-2.603058, -1.147439, -0.074025], [-0.847863, 0.323019, -0.295183], [2.121009, 0.945340, -0.209192], [2.891587, -0.750526, -0.080380], [-3.611405, -1.061474, 0.174438], [2.580391, 1.112612, 0.662352], [1.225648, 0.909132, -0.123338]], "forces_ev_per_a": [[0.116, 0.035, -1.019], [-3.942, -1.766, 1.015], [2.364, 1.956, 0.304], [5.280, 0.712, 0.533], [0.078, -0.816, -0.242], [1.632, -0.157, -0.278], [-1.016, 0.428, -0.959], [-4.513, -0.393, 0.647]], "multiplicity": 1, "gap_ev": 8.2, "total_charge": 0, "lumo_energy_ha": 0.0018}

=====

(5)
{"formula": "CH3NO2S", "method": "ωB97M-V/def2-TZVPD", "symbols": ["C", "S", "O", "N", "O", "H", "H", "H"], "coordinates": [[-1.335313, -0.088480, -0.046934], [-0.048418, -1.411518, -0.146170], [1.256032, -0.648277, 0.496524], [1.741384, 0.697121, -0.398020], [2.705068, 1.124422, 0.042087], [-0.889464, 0.275514, 0.959137], [-2.363894, -0.532225, -0.024848], [-1.065397, 0.583441, -0.881778]], "forces_ev_per_a": [[2.119, -0.332, 1.432], [-0.054, -0.381, -0.705], [0.107, 1.408, -0.470], [0.883, -0.682, 0.947], [-1.444, -0.798, -0.403], [-1.773, 0.232, -1.464], [1.066, 0.662, 0.050], [-0.905, -0.108, 0.614]], "multiplicity": 1, "gap_ev": 7.6, "smiles": "CSON=O", "total_charge": 0, "lumo_energy_ha": -0.0288}

=====

(6)
{"formula": "CH3NO2S", "method": "ωB97M-V/def2-TZVPD", "symbols": ["C", "N", "O", "O", "S", "H", "H", "H"], "coordinates": [[-0.582712, 0.772889, 0.093493], [1.033290, 0.038681, 1.457542], [-1.752545, -0.191029, -2.028311], [0.443183, -1.148631, -1.405341], [-0.746747, -0.442076, -1.038366], [-1.378375, 0.936465, 0.799715], [1.691883, 0.784649, 1.250996], [1.292022, -0.750947, 0.870272]], "forces_ev_per_a": [[2.983, -2.509, 2.061], [-3.064, 1.043, -1.769], [-0.349, -0.584, 0.332], [-0.258, -0.366, 0.268], [0.807, 2.042, -0.338], [-0.361, 0.234, -0.026], [0.066, 0.104, -0.301], [0.175, 0.035, -0.227]], "multiplicity": 1, "gap_ev": [8.4, 8.4], "total_charge": 0, "lumo_energy_ha": [-0.0633, -0.0633]}

=====

(7)
{"formula": "CH3NO2S", "method": "ωB97M-V/def2-TZVPD", "symbols": ["C", "N", "O", "O", "S", "H", "H", "H"], "coordinates": [[2.277847, -0.709511, -0.625069], [-1.724524, 0.138794, -0.041299], [-2.847967, 0.055856, -0.491635], [-1.012421, 1.213983, -0.374339], [2.337896, 0.507512, 0.403645], [3.233197, -1.353170, -0.708655], [1.437852, -1.016557, -1.187969], [-0.244743, 1.156016, 0.149834]], "forces_ev_per_a": [[2.459, -2.844, -1.260], [-2.766, -2.404, 0.423], [3.251, 1.265, 0.523], [-2.257, 1.479, -2.111], [-0.023, 2.014, 1.630], [-1.619, 0.997, 0.082], [-0.789, -0.185, -0.469], [1.744, -0.323, 1.183]], "s2": 2.0054, "multiplicity": 3, "gap_ev": [7.8, 7.5], "total_charge": 0, "lumo_energy_ha": [0.0077, -0.1073]}

=====

(8)
{"formula": "CH3NO2S2", "method": "ωB97M-V/def2-TZVPD", "symbols": ["C", "N", "O", "O", "S", "S", "H", "H", "H"], "coordinates": [[0.235805, -0.212970, -0.467325], [-0.634751, 0.421479, 0.193667], [-0.854984, 0.425879, 1.434416], [-1.596170, 1.122117, -0.571486], [2.042117, -1.423575, 1.545671], [0.973195, 0.330801, -1.842321], [0.800696, -1.439727, 1.877544], [-2.032088, 1.672150, 0.058566], [1.066179, -0.896155, -2.228731]], "forces_ev_per_a": [[1.419, -0.739, 0.770], [-2.166, 0.954, 2.429], [0.286, -0.081, -1.316], [0.975, -0.716, -1.311], [1.101, 0.307, -1.043], [-0.034, 0.992, -0.388], [-1.598, -0.072, 0.677], [-0.573, 0.659, 1.259], [0.590, -1.305, -1.076]], "multiplicity": 1, "gap_ev": [7.7, 7.2], "total_charge": 0, "lumo_energy_ha": [-0.0650, -0.0683]}

=====

(9)
{"formula": "CH3NO2S2", "method": "ωB97M-V/def2-TZVPD", "symbols": ["C", "N", "O", "O", "S", "S", "H", "H", "H"], "coordinates": [[-1.940026, -0.300597, -1.731678], [1.520304, 0.485559, 0.250232], [1.666043, -1.387189, 1.965870], [1.494986, 0.939451, 2.824938], [-2.077700, -1.720689, -1.006237], [1.611598, 0.017163, 1.717984], [1.495831, 1.468299, -0.016712], [-2.166958, -0.043503, -2.796986], [-1.604077, 0.541505, -1.207412]], "forces_ev_per_a": [[-0.351, 1.788, -2.816], [0.381, -1.813, 1.846], [0.167, 0.525, -0.359], [0.340, -0.788, -0.833], [-0.236, -2.065, 0.862], [-0.929, 2.101, -1.599], [0.028, -0.029, 0.942], [0.084, -0.763, 0.974], [0.515, 1.043, 0.984]], "s2": 2.0053, "multiplicity": 3, "gap_ev": [6.5, 8.5], "total_charge": 0, "lumo_energy_ha": [-0.0219, -0.0833]}

=====

(10)
{"formula": "CH3NO3", "method": "ωB97M-V/def2-TZVPD", "symbols": ["C", "N", "O", "O", "O", "H", "H", "H"], "coordinates": [[-0.193546, 0.258505, 0.160417], [-1.197589, -1.084399, 1.659003], [-2.133953, -0.450414, 2.026095], [-0.805462, -2.206274, 1.831812], [1.053598, -0.254820, -0.059225], [-1.040848, 0.212574, -0.561108], [-0.079990, 1.055547, 1.055597], [1.275708, -0.667635, -0.919297]], "forces_ev_per_a": [[0.983, -0.748, 3.817], [2.674, 1.933, -3.743], [-1.190, -0.599, 1.321], [-0.787, 0.198, 0.690], [-0.930, 0.606, -0.516], [1.018, 0.183, 0.527], [-0.839, -1.790, -2.647], [-0.928, 0.217, 0.551]], "multiplicity": 1, "gap_ev": [8.4, 8.4], "total_charge": 0, "lumo_energy_ha": [-0.0014, -0.0018]}

=====

(11)
{"formula": "CH3NO3P", "method": "ωB97M-V/def2-TZVPD", "symbols": ["N", "P", "O", "O", "C", "O", "H", "H", "H"], "coordinates": [[-0.346001, 1.573965, -0.356632], [0.666447, 0.118358, 0.067750], [1.735714, 0.337255, 1.024286], [1.280436, -0.601254, -1.319923], [-0.838374, -0.862725, 0.660832], [-1.664347, -1.646580, 0.134809], [-0.517026, 2.146090, 0.450326], [0.881678, -0.758440, -2.168705], [-1.198524, -0.306673, 1.507260]], "forces_ev_per_a": [[2.402, -4.713, -0.596], [-4.248, 3.919, -3.391], [1.382, -0.711, 1.255], [0.320, 0.476, 1.945], [-1.590, -0.942, -2.153], [2.470, 1.222, 0.783], [0.301, 0.010, 0.854], [-0.959, 0.370, 0.056], [-0.076, 0.369, 1.247]], "multiplicity": 1, "gap_ev": [7.5, 7.5], "smiles": "N=[P@]([O-])(O)C=O", "total_charge": -1, "lumo_energy_ha": [0.1461, 0.1461]}

=====

(12)
{"formula": "CH3NO3P", "method": "ωB97M-V/def2-TZVPD", "symbols": ["C", "N", "O", "O", "O", "P", "H", "H", "H"], "coordinates": [[0.288737, 0.214894, 2.258197], [-0.818982, -0.763017, -1.821396], [0.593494, 1.520436, -1.804939], [-0.431646, 0.210014, 3.258328], [1.722236, -0.673610, -0.861007], [0.333900, 0.201784, -1.195065], [1.222239, 0.736213, 2.119881], [-1.505392, -0.029707, -2.170360], [1.365064, -1.487868, -0.473709]], "forces_ev_per_a": [[-3.202, -0.849, 1.773], [0.413, 1.497, 0.278], [0.806, 0.777, -0.016], [2.349, 0.239, -2.708], [-0.870, 0.200, -0.344], [-1.478, -1.366, 0.173], [0.939, 0.686, 0.453], [0.842, -1.176, 0.416], [0.200, -0.009, -0.026]], "multiplicity": 1, "gap_ev": [8.1, 5.7], "total_charge": -1, "lumo_energy_ha": [0.1395, 0.1327]}

=====

Which calculated total energy belongs to each record? In order, -586.49948, -927.78691, -927.71982, -643.22822, -643.18246, -643.11395, -643.10823, -1041.25281, -1041.33197, -320.19172, -661.78747, -661.72120 Eh.
Which molar mass belongs to each record? In order, 92.01, 122.99, 122.99, 93.11, 93.11, 93.11, 93.11, 125.17, 125.17, 77.04, 108.01, 108.01 g/mol.